18
Properties=species:S:1:pos:R:3:forces:R:3:lowdin_charge:R:1 method="wB97M-V/def2-TZVPD" gap_ha=0.3597 smiles=CC1(C)CCON1 total_energy_ha=-326.9874 fmax_ev_per_a=3.70 multiplicity=1 lumo_energy_ev=0.94 relative_energy_ev=3.9168 homo_ev=-8.84
C -1.041721 0.506651 -0.788793 1.5 -2.7 0.8 -0.03
C -2.031547 -0.569526 -0.271620 0.1 0.0 -1.0 -0.23
C 0.404678 0.044677 0.060553 -0.7 0.4 -0.4 -0.43
C 0.885893 0.937428 1.298947 -3.4 -1.5 0.5 -0.03
C 1.695017 -0.021460 -0.739312 -1.8 -0.7 1.2 -0.06
N 0.070042 -1.285820 0.573976 -1.9 1.2 0.9 0.03
O -1.399424 -1.326647 0.725829 1.6 0.1 2.0 -0.16
H -1.125434 0.567936 -1.894013 1.0 -0.2 0.6 0.11
H -1.369662 1.407779 -0.406710 -0.4 2.1 0.8 0.05
H -2.956452 -0.038674 0.077803 0.8 -0.9 0.2 0.13
H -2.300042 -1.389548 -0.949488 -0.3 0.9 -1.0 0.11
H 0.622370 1.969750 1.194837 0.6 0.8 -0.5 0.06
H 1.921185 0.679184 1.468731 0.1 0.5 0.3 0.07
H 0.247906 0.668205 2.197547 0.9 -0.1 -0.9 0.10
H 2.429468 -0.397557 -0.093584 1.1 -1.0 0.9 0.06
H 2.013053 0.942863 -0.887462 0.6 2.4 -1.1 0.06
H 1.635293 -0.621623 -1.576958 -0.1 -1.0 -2.1 0.06
H 0.299376 -2.073616 0.009717 0.1 -0.3 -1.1 0.10